The following is a DFT calculation (the ωB97M-V functional and the def2-TZVPD basis) of an isolated molecule of C13H7BrN2O4.

Structure (ORCA input):
```
! wB97M-V def2-TZVPD RIJCOSX def2/J DEFGRID3
* xyz 0 1
Br -0.03875 3.46839 -1.81077
O 2.28393 3.12325 1.25951
O -2.37785 -2.31690 -0.63577
O 1.96640 -3.39806 1.20719
O 2.93247 2.33165 -0.57532
N -0.39089 -3.17007 0.65436
N 2.64958 3.45475 0.16741
C 3.64842 -0.40745 0.67036
C -1.21729 -2.18625 -0.13351
C 4.86700 -0.90374 0.80683
C -2.31044 0.82538 -1.46636
C 1.02680 -2.66080 0.76820
C 1.03673 -1.15792 0.20979
C -0.40083 -0.82135 -0.35155
C -3.28545 1.09257 -0.20339
C 0.36588 1.66936 -1.02730
C -0.80576 0.57361 -0.95749
C -3.29573 0.25383 1.01310
C 2.16254 -0.06117 0.13157
C 1.84272 1.36994 -0.50810
H -4.03375 1.97845 -0.28935
H -3.83922 -0.77688 1.04436
H -0.93158 -3.18435 1.54223
H -2.81963 0.59636 2.01130
H -2.62862 -0.06548 -2.12904
H -2.31467 1.77818 -2.12632
H 5.90799 -1.40529 0.72807
*
```

Total energy: -3483.48402 a.u.
Largest force on an atom: 0.1348 Eh/bohr
SMILES: C#Cc1c(ON=O)c(Br)c(CC=C)c2c1C(=O)NC2=O

The following is a DFT calculation (the ωB97M-V functional and the def2-TZVPD basis) of an isolated molecule of C13H7F3INOS.

Structure (ORCA input):
```
! wB97M-V def2-TZVPD RIJCOSX def2/J DEFGRID3
* xyz 0 1
I -1.50691 2.68975 -3.62484
S -1.11190 0.28340 2.32641
F 2.10635 -5.68417 -0.87528
F 3.18092 -3.82775 -1.92957
F 1.01048 -4.69240 -2.79174
O -0.42526 3.36092 3.26805
N -1.58646 0.09309 -0.93799
C 1.44112 -3.31342 0.95972
C -0.81296 4.33222 -0.83849
C 0.04286 -2.15049 -1.31552
C 0.71306 -2.18926 1.90636
C -0.52491 4.58243 0.78984
C -1.00362 1.81049 1.18282
C -0.29499 -1.07191 1.25528
C -0.65106 3.29111 1.79204
C -0.67724 -0.97402 -0.37002
C 1.83143 -4.41610 -1.58949
C 1.07893 -3.28238 -0.66094
C -1.25817 1.48035 -0.43182
C -1.16480 2.82001 -1.42878
H -0.66611 4.30735 3.49816
H -0.23907 5.63067 1.24478
H -1.67524 0.04513 -1.97654
H -0.74399 5.30578 -1.50744
H -0.15822 -2.21603 -2.48084
H 0.91434 -2.14369 3.07306
H 2.18143 -4.07109 1.46278
*
```

Total energy: -1624.43101 a.u.
Largest force on an atom: 0.0959 Eh/bohr
SMILES: Oc1ccc(I)c2c1Sc1ccc(C(F)(F)F)cc1N2

The following is a DFT calculation (the ωB97M-V functional and the def2-TZVPD basis) of C13H8BrN2O5Pd as an isolated structure.

Structure (ORCA input):
```
! wB97M-V def2-TZVPD RIJCOSX def2/J DEFGRID3
* xyz 1 1
Pd -0.13341 0.05547 -0.07494
Br 1.29251 -1.58621 -2.38125
O 1.73501 -0.02835 0.58500
O 3.93822 6.63521 -0.03367
O -3.15146 0.15754 -0.62616
O 5.30346 4.99596 0.25941
O -0.15617 2.00884 -0.10707
N 4.21099 5.45555 0.00294
N -0.11026 -1.97607 -0.04452
C -0.55282 -4.05069 1.03370
C -0.66366 -2.68057 0.95670
C 3.07801 4.51631 0.00426
C 0.57032 -2.62478 -0.99575
C 0.71328 4.15119 -0.20290
C 1.77528 5.00879 -0.18777
C 0.16274 -4.71678 0.04918
C 0.90187 2.75791 -0.03999
C -2.03821 0.11946 -0.52903
C 3.31246 3.19530 0.20207
C 2.52726 0.94203 0.50259
C 2.22836 2.28372 0.19148
C 0.73650 -3.99658 -0.98412
H 0.27566 -5.79186 0.08468
H 4.32387 2.84888 0.36861
H 1.30076 -4.47693 -1.76926
H -1.19302 -2.10897 1.70654
H 3.56908 0.70469 0.73294
H 1.63625 6.07246 -0.32184
H -1.01687 -4.57997 1.85259
H -0.29465 4.51049 -0.35295
*
```

Total energy: -3687.49393 a.u.
Energy above the lowest of the compared OMol25 structures with the same formula, charge and spin: 0.000 eV
Largest force on an atom: 0.0340 Eh/bohr

The following is a DFT calculation (the ωB97M-V functional and the def2-TZVPD basis) of C13H8KN4O8 as an isolated structure.

Structure (ORCA input):
```
! wB97M-V def2-TZVPD RIJCOSX def2/J DEFGRID3
* xyz -1 1
K 0.99885 0.61359 -2.21225
O 2.87150 -0.88543 -1.28680
O 3.54518 1.23232 -1.52948
O 6.00755 -0.07334 3.39447
O 4.66944 0.21578 5.05410
O -0.81334 0.86156 2.44267
O 0.76443 1.04174 0.27129
O 0.13613 1.25878 4.32611
O -5.57728 -2.07933 -2.86416
N 0.19099 0.97002 3.12818
N -1.72111 0.65205 -2.64830
N -3.58516 -3.07266 -3.26644
N 4.89046 0.14914 3.84854
C 1.66148 0.75839 1.09677
C 4.03478 0.24796 1.53549
C -3.62221 -0.79428 -2.45245
C 3.21965 0.23780 -0.84003
C -2.39888 -0.44041 -3.00162
C -3.47581 1.16237 -1.09890
C -2.25044 1.42175 -1.69649
C -4.17949 0.04303 -1.49398
C 1.48813 0.74977 2.53618
C 3.80555 0.33716 2.93013
C 2.54500 0.57530 3.41762
C 3.01669 0.42500 0.65890
C -4.36278 -2.03166 -2.85362
H 2.36740 0.62093 4.47964
H -3.84620 1.81852 -0.32408
H -1.65741 2.27071 -1.37512
H -1.94634 -1.05401 -3.77485
H -5.14033 -0.21186 -1.06633
H -2.60850 -3.10988 -3.03598
H 5.03011 0.02358 1.17843
H -4.05805 -3.93436 -3.47766
*
```

Total energy: -1921.08515 a.u.
Energy above the lowest of the compared OMol25 structures with the same formula, charge and spin: 0.832 eV
Largest force on an atom: 0.0075 Eh/bohr

The following is a DFT calculation (the ωB97M-V functional and the def2-TZVPD basis) of C13H8N3O9Ru as an isolated structure.

Structure (ORCA input):
```
! wB97M-V def2-TZVPD RIJCOSX def2/J DEFGRID3
* xyz 1 5
Ru -0.49474 -0.03693 0.19004
O 3.28397 -0.09508 -1.40739
O 1.92168 -0.01692 -5.75084
O -0.58511 3.45123 2.12007
O -0.68388 -1.91706 0.55077
O 3.48080 -0.03299 -4.15105
O -0.62326 -3.50030 2.16043
O -0.13958 -0.07054 6.14408
O 1.59205 -0.06858 0.06214
O -0.65991 1.85427 0.52425
N -0.15386 -0.01293 -4.00376
N -0.57248 -0.02364 2.14953
N -0.25612 -0.03822 -1.84920
C -0.36167 -1.23594 4.15016
C 2.24231 -0.03070 -4.59420
C -2.47252 0.00768 -3.05268
C -0.49104 1.15721 2.77660
C 2.10117 -0.06559 -1.15337
C -0.99213 -0.01428 -2.96404
C -0.55822 2.30955 1.80572
C -0.27992 -0.00452 4.83359
C 1.07982 -0.04897 -2.22021
C -0.50518 -1.19956 2.79738
C -0.34691 1.21505 4.13127
C 1.15161 -0.03372 -3.56932
C -0.58622 -2.36164 1.84027
H -0.08190 0.80252 6.55548
H -2.81203 0.91003 -3.56115
H -2.91210 -0.01229 -2.05803
H 3.52478 -0.03404 -3.16313
H -2.83609 -0.85753 -3.60680
H -0.28305 2.17784 4.62309
H -0.38390 0.00273 -4.99123
H -0.30636 -2.17616 4.68156
*
```

Total energy: -1436.32920 a.u.
Energy above the lowest of the compared OMol25 structures with the same formula, charge and spin: 0.020 eV
Largest force on an atom: 0.0104 Eh/bohr
<S²>: 6.02

The following is a DFT calculation (the ωB97M-V functional and the def2-TZVPD basis) of C13H8N4O2SeTa as an isolated structure.

Structure (ORCA input):
```
! wB97M-V def2-TZVPD RIJCOSX def2/J DEFGRID3
* xyz 3 1
Ta -0.34980 0.01599 -0.18994
Se -2.71985 -0.74216 -0.42612
O 3.63085 0.53052 0.51894
O 2.65889 -0.87309 2.51301
N 0.85967 1.08406 -1.59594
N -2.29104 1.29891 -2.55770
N -0.75180 -1.15109 1.74220
N 1.35241 -0.11827 0.69181
C 0.35213 -1.35363 2.50881
C 2.18799 1.19223 -1.21646
C 2.55487 0.54294 0.05417
C 3.15351 1.83198 -1.94267
C -0.82461 -2.55540 4.19561
C 0.54904 1.65975 -2.81219
C -1.90142 -1.67377 2.24629
C 1.60901 -0.80133 1.98841
C 1.47946 2.31585 -3.58393
C 0.36892 -2.02991 3.70928
C -2.45127 0.50728 -1.72822
C 2.79551 2.41761 -3.16129
C -1.96937 -2.36413 3.43828
H 4.16536 1.86204 -1.55830
H -2.82571 -1.53872 1.70857
H 1.16199 2.74723 -4.52499
H -0.85999 -3.09343 5.13512
H -2.92923 -2.74337 3.76492
H 3.53422 2.93216 -3.76531
H -0.46751 1.58126 -3.14671
H 1.31263 -2.12831 4.23065
*
```

Total energy: -3326.94367 a.u.
Energy above the lowest of the compared OMol25 structures with the same formula, charge and spin: 2.465 eV
Largest force on an atom: 0.0133 Eh/bohr

Please write out number 1 again, unchanged.
The following is a DFT calculation (the ωB97M-V functional and the def2-TZVPD basis) of an isolated molecule of C13H7BrN2O4.

Structure (ORCA input):
```
! wB97M-V def2-TZVPD RIJCOSX def2/J DEFGRID3
* xyz 0 1
Br -0.03875 3.46839 -1.81077
O 2.28393 3.12325 1.25951
O -2.37785 -2.31690 -0.63577
O 1.96640 -3.39806 1.20719
O 2.93247 2.33165 -0.57532
N -0.39089 -3.17007 0.65436
N 2.64958 3.45475 0.16741
C 3.64842 -0.40745 0.67036
C -1.21729 -2.18625 -0.13351
C 4.86700 -0.90374 0.80683
C -2.31044 0.82538 -1.46636
C 1.02680 -2.66080 0.76820
C 1.03673 -1.15792 0.20979
C -0.40083 -0.82135 -0.35155
C -3.28545 1.09257 -0.20339
C 0.36588 1.66936 -1.02730
C -0.80576 0.57361 -0.95749
C -3.29573 0.25383 1.01310
C 2.16254 -0.06117 0.13157
C 1.84272 1.36994 -0.50810
H -4.03375 1.97845 -0.28935
H -3.83922 -0.77688 1.04436
H -0.93158 -3.18435 1.54223
H -2.81963 0.59636 2.01130
H -2.62862 -0.06548 -2.12904
H -2.31467 1.77818 -2.12632
H 5.90799 -1.40529 0.72807
*
```

Total energy: -3483.48402 a.u.
Largest force on an atom: 0.1348 Eh/bohr
SMILES: C#Cc1c(ON=O)c(Br)c(CC=C)c2c1C(=O)NC2=O

largest force on an atom of number 5 (C13H8N3O9Ru)? 0.0104 Eh/bohr